The following is a quantum chemistry calculation of C2H3O in the gas phase at a distorted geometry, from the OMol25 dataset.

Values from the calculation:
Highest occupied orbital energy (spin up / spin down) = -0.3555 / -0.3695 hartree
Frontier orbital gap (spin up / spin down) = 10.8 / 8.8 eV
DFT total energy = -4167.699 eV
ΔE to the lowest compared entry with this formula, charge and spin = 22.8 kJ/mol

```
! wB97M-V def2-TZVPD RIJCOSX def2/J DEFGRID3
* xyz 0 2
C 0.197 -0.601 -0.341
C -0.042 0.668 0.266
O -0.089 0.712 1.503
H -0.336 -0.887 -1.248
H 0.853 -1.319 0.153
H -0.582 1.426 -0.333
*
```

Results of the Löwdin charge analysis, in e, for atoms 1 through 2:
1 C 0.10
2 C -0.35

***

The following is a quantum chemistry calculation of a gas-phase ion, C2H3O (charge +2) at a distorted geometry, from the OMol25 dataset.

Values from the calculation:
Highest occupied orbital energy (spin up / spin down) = -0.9455 / -1.0762 hartree
Frontier orbital gap (spin up / spin down) = 10.6 / 12.2 eV
DFT total energy = -4141.632 eV
ΔE to the lowest compared entry with this formula, charge and spin = 0.0 kJ/mol

```
! wB97M-V def2-TZVPD RIJCOSX def2/J DEFGRID3
* xyz 2 2
C 0.327 0.025 -0.052
O 1.373 0.520 0.010
H -0.714 -1.628 0.104
H 1.749 1.457 -0.027
C -0.922 -0.504 0.063
H -1.814 0.130 -0.098
*
```

Results of the Löwdin charge analysis, in e, for atoms 1 through 2:
1 C 0.22
2 O 0.55

***

The following is a quantum chemistry calculation of a molecular structure, C2H3O2 at a distorted geometry, from the OMol25 dataset.

Values from the calculation:
Highest occupied orbital energy = -0.6668 hartree
Frontier orbital gap = 11.1 eV
DFT total energy = -6202.423 eV
ΔE to the lowest compared entry with this formula, charge and spin = 528.7 kJ/mol

```
! wB97M-V def2-TZVPD RIJCOSX def2/J DEFGRID3
* xyz 1 1
C -0.312 -0.719 -0.226
C 0.568 0.408 0.066
O -0.153 1.499 -0.416
O -0.669 0.821 0.628
H -0.915 -0.692 -1.173
H -0.038 -1.710 0.381
H 1.519 0.394 0.740
*
```

Results of the Löwdin charge analysis, in e, for atoms 1 through 2:
1 C 0.31
2 C -0.18

***

The following is a quantum chemistry calculation of 2 unconnected molecules or ions with the total composition C2H3O2 at a distorted geometry, from the OMol25 dataset.

Values from the calculation:
Highest occupied orbital energy (spin up / spin down) = -0.6068 / -0.6494 hartree
Frontier orbital gap (spin up / spin down) = 7.7 / 11.6 eV
DFT total energy = -6198.009 eV
ΔE to the lowest compared entry with this formula, charge and spin = 954.6 kJ/mol

```
! wB97M-V def2-TZVPD RIJCOSX def2/J DEFGRID3
* xyz 1 1
C 0.208 -0.704 -0.328
C -0.239 0.704 -0.032
O -1.575 0.501 -0.279
O -0.893 -0.393 0.673
H 0.015 -1.393 -1.204
H 1.092 -1.079 0.224
H 1.392 2.363 0.946
*
```

Results of the Löwdin charge analysis, in e, for atoms 1 through 2:
1 C 0.11
2 C -0.03

***

The following is a quantum chemistry calculation of a molecular structure, C2H3O2Pr at a distorted geometry, from the OMol25 dataset.

Values from the calculation:
Highest occupied orbital energy (spin up / spin down) = -0.5666 / -0.5723 hartree
Frontier orbital gap (spin up / spin down) = 3.2 / 5.0 eV
DFT total energy = -20262.267 eV
ΔE to the lowest compared entry with this formula, charge and spin = 132.9 kJ/mol

```
! wB97M-V def2-TZVPD RIJCOSX def2/J DEFGRID3
* xyz 2 3
C 3.251 -4.392 0.003
O 4.302 -4.954 -0.130
H 2.725 -3.741 -0.810
H 3.005 -3.631 0.852
C 1.298 -1.302 -0.304
O 2.058 -0.520 0.339
Pr 0.777 1.064 -0.929
H 1.003 -2.238 0.227
*
```

Results of the Löwdin charge analysis, in e, for atoms 1 through 2:
1 C -0.15
2 O 0.08

***

The following is a quantum chemistry calculation of a gas-phase ion, C2H3O2S2 (charge -1) at a distorted geometry, from the OMol25 dataset.

Values from the calculation:
Structure (SMILES) = C=CS(=O)(=O)[S-]
Highest occupied orbital energy = -0.1541 hartree
Frontier orbital gap = 7.9 eV
DFT total energy = -27886.810 eV
ΔE to the lowest compared entry with this formula, charge and spin = 296.2 kJ/mol

```
! wB97M-V def2-TZVPD RIJCOSX def2/J DEFGRID3
* xyz -1 1
C -1.278 -0.584 -0.581
C -0.701 0.164 0.341
S 1.081 0.319 0.324
O 1.533 1.622 -0.773
O 1.494 0.672 1.658
S 1.669 -1.544 -0.188
H -2.275 -0.526 -0.730
H -0.530 -1.173 -1.039
H -0.994 1.051 0.986
*
```

Results of the Löwdin charge analysis, in e, for atoms 1 through 2:
1 C -0.06
2 C -0.33

***

The following is a quantum chemistry calculation of a molecular structure, C2H3O2Sc at a distorted geometry, from the OMol25 dataset.

Values from the calculation:
Highest occupied orbital energy (spin up / spin down) = -0.9811 / -1.0190 hartree
Frontier orbital gap (spin up / spin down) = 7.8 / 8.7 eV
DFT total energy = -26876.395 eV
ΔE to the lowest compared entry with this formula, charge and spin = 201.9 kJ/mol

```
! wB97M-V def2-TZVPD RIJCOSX def2/J DEFGRID3
* xyz 3 2
O -2.355 1.353 -0.268
C -1.236 1.101 -0.201
Sc 1.635 -0.315 -0.334
O -0.311 0.363 0.043
C -0.200 -2.177 0.007
H -0.669 -2.091 -0.980
H -0.167 -2.049 1.095
H 0.309 -3.143 -0.065
*
```

Results of the Löwdin charge analysis, in e, for atoms 1 through 2:
1 O 0.47
2 C -0.16

***

The following is a quantum chemistry calculation of a gas-phase ion, C2H3O3 (charge +1) at a distorted geometry, from the OMol25 dataset.

Values from the calculation:
Highest occupied orbital energy (spin up / spin down) = -0.6093 / -0.6069 hartree
Frontier orbital gap (spin up / spin down) = 7.2 / 6.9 eV
DFT total energy = -8247.519 eV
ΔE to the lowest compared entry with this formula, charge and spin = 844.7 kJ/mol

```
! wB97M-V def2-TZVPD RIJCOSX def2/J DEFGRID3
* xyz 1 1
C -0.187 -0.476 -0.097
C 0.869 0.306 -0.079
O 4.392 -0.289 -0.128
O 2.250 -0.466 0.086
O 3.335 0.272 -0.128
H -1.175 -0.040 -0.192
H -0.116 -1.553 -0.038
H 1.015 1.372 -0.109
*
```

Results of the Löwdin charge analysis, in e, for atoms 1 through 2:
1 C 0.14
2 C 0.03

***

The following is a quantum chemistry calculation of a gas-phase ion, C2H3O3PS (charge -2) at a distorted geometry, from the OMol25 dataset.

Values from the calculation:
Highest occupied orbital energy = 0.0166 hartree
Frontier orbital gap = 5.2 eV
DFT total energy = -28388.149 eV
ΔE to the lowest compared entry with this formula, charge and spin = 235.2 kJ/mol

```
! wB97M-V def2-TZVPD RIJCOSX def2/J DEFGRID3
* xyz -2 1
C -2.013 0.327 1.016
C 0.535 0.823 -0.303
O 0.350 -1.826 -1.069
O 2.479 -0.475 -1.511
O 1.840 -1.087 0.892
P 1.378 -0.853 -0.542
S -0.892 1.423 0.305
H -3.021 0.715 0.890
H -1.873 -0.708 0.754
H 1.217 1.663 -0.434
*
```

Results of the Löwdin charge analysis, in e, for atoms 1 through 2:
1 C -0.50
2 C -0.51

***

The following is a quantum chemistry calculation of 3 unconnected molecules or ions with the total composition C2H3O3S at a distorted geometry, from the OMol25 dataset.

Values from the calculation:
Highest occupied orbital energy (spin up / spin down) = -0.1532 / -0.0922 hartree
Frontier orbital gap (spin up / spin down) = 6.8 / 4.3 eV
DFT total energy = -19096.759 eV
ΔE to the lowest compared entry with this formula, charge and spin = 530.1 kJ/mol

```
! wB97M-V def2-TZVPD RIJCOSX def2/J DEFGRID3
* xyz -1 1
C 2.042 0.679 -0.073
C 3.159 1.084 0.156
O -0.961 0.745 -0.481
O -3.260 1.118 0.482
O -2.100 -3.234 -0.005
S -2.314 0.191 -0.270
H 1.105 0.238 0.033
H -1.732 -2.410 0.211
H 4.061 1.590 -0.053
*
```

Results of the Löwdin charge analysis, in e, for atoms 1 through 2:
1 C 0.01
2 C -0.01

***

The following is a quantum chemistry calculation of 2 unconnected molecules or ions with the total composition C2H3O3S at a distorted geometry, from the OMol25 dataset.

Values from the calculation:
Highest occupied orbital energy = -0.0509 hartree
Frontier orbital gap = 5.1 eV
DFT total energy = -19099.574 eV
ΔE to the lowest compared entry with this formula, charge and spin = 258.4 kJ/mol

```
! wB97M-V def2-TZVPD RIJCOSX def2/J DEFGRID3
* xyz -1 1
C -2.076 -2.012 -0.557
C -0.083 0.096 -0.380
O -2.075 -2.101 -1.730
O -2.177 -1.982 0.610
O -0.495 1.313 0.053
S 1.389 -0.566 0.729
H 0.450 0.271 -1.335
H -0.770 1.311 1.016
H 0.690 -1.387 1.664
*
```

Results of the Löwdin charge analysis, in e, for atoms 1 through 2:
1 C -0.49
2 C -0.70

***

The following is a quantum chemistry calculation of 2 unconnected molecules or ions with the total composition C2H3O3S2 at a distorted geometry, from the OMol25 dataset.

Values from the calculation:
Highest occupied orbital energy (spin up / spin down) = -0.1483 / -0.1929 hartree
Frontier orbital gap (spin up / spin down) = 6.1 / 8.2 eV
DFT total energy = -29933.968 eV
ΔE to the lowest compared entry with this formula, charge and spin = 373.6 kJ/mol

```
! wB97M-V def2-TZVPD RIJCOSX def2/J DEFGRID3
* xyz -1 1
C -1.267 -1.357 -0.003
C -1.337 0.094 0.130
O 3.455 0.009 -0.496
O 1.901 0.478 1.362
O 1.396 1.297 -0.930
S -2.534 -2.211 -0.603
S 2.057 0.259 -0.111
H -2.291 0.459 0.023
H -0.510 0.593 -0.430
H -0.870 0.380 1.059
*
```

Results of the Löwdin charge analysis, in e, for atoms 1 through 2:
1 C -0.57
2 C -0.25

***

ΔE to the lowest compared entry with this formula, charge and spin of number 5 (C2H3O2Pr)? 132.9 kJ/mol